[1]
The following is a quantum chemistry calculation of 2 unconnected molecules or ions with the total composition C11H15N, from the OMol25 dataset.

Each line ends with the natural charge from an NBO analysis.
Positions of all 27 atoms, in Å:
C (0.7680, -0.0471, 2.2907)  -0.63
C (1.1332, 0.7738, 1.1031)  -0.10
C (2.4268, 1.0414, 0.7818)  -0.02
N (2.4840, 1.8261, -0.3437)  -0.53
C (1.2121, 1.9626, -0.8485)  0.13
C (0.7174, 2.8083, -1.8368)  -0.24
C (-0.6461, 2.8859, -2.0236)  -0.21
C (-1.5275, 2.1386, -1.2328)  -0.24
C (-1.0402, 1.3657, -0.2058)  -0.18
C (0.3415, 1.2757, 0.0129)  -0.09
H (1.5785, -0.7355, 2.5620)  0.21
H (-0.1164, -0.6694, 2.2513)  0.22
H (0.7411, 0.5285, 3.2226)  0.22
H (3.3171, 0.5970, 1.2060)  0.21
H (3.2980, 2.0727, -0.8882)  0.41
H (1.3938, 3.3926, -2.4561)  0.21
H (-1.0282, 3.5512, -2.7826)  0.21
H (-2.5790, 2.1170, -1.4656)  0.21
H (-1.6698, 0.7554, 0.4315)  0.21
C (-1.6275, -3.4559, 0.7401)  -0.61
C (-1.0850, -3.4638, -0.6765)  -0.61
H (-1.2386, -2.6130, 1.3128)  0.20
H (-2.7137, -3.4660, 0.7737)  0.21
H (-1.2495, -4.3056, 1.3153)  0.20
H (-1.2598, -4.4030, -1.1947)  0.20
H (-0.0312, -3.2019, -0.7458)  0.21
H (-1.5985, -2.7313, -1.3031)  0.20

As for the structure (SMILES): Cc1c[nH]c2ccccc12.CC. The largest force on an atom is 1.4 eV Å⁻¹. The calculation puts the lowest unoccupied orbital energy at 0.912 eV. For the gap between HOMO and LUMO, the calculation gives 8.7 eV.

=====

[2]
The following is a quantum chemistry calculation of 7 unconnected molecules or ions with the total composition CH16O6, from the OMol25 dataset.

Each line ends with the natural charge from an NBO analysis.
Positions of all 23 atoms, in Å:
C (-6.2603, 1.7973, -0.1327)  -0.87
H (-5.2563, 1.9480, -0.5232)  0.21
H (-6.9813, 2.3523, -0.7383)  0.22
H (-6.3095, 2.5228, 0.6955)  0.21
H (-6.5780, 0.7991, 0.1399)  0.22
O (1.2436, -0.6708, -0.1429)  -0.95
H (0.9345, -0.5469, 0.7616)  0.48
H (1.2897, 0.2590, -0.4089)  0.47
O (-0.3609, 1.4237, -1.3926)  -0.94
H (-1.0437, 1.6607, -2.0282)  0.48
H (0.0060, 2.2787, -1.1427)  0.47
O (1.0495, -2.0087, -2.7478)  -0.97
H (1.9530, -2.2348, -2.9850)  0.47
H (1.1163, -1.5449, -1.8984)  0.50
O (1.8526, -3.2350, 2.0582)  -0.95
H (1.3109, -3.7232, 1.4210)  0.49
H (1.6372, -3.6424, 2.9031)  0.46
O (2.2832, 6.1504, 2.7120)  -0.93
H (2.7705, 6.0083, 3.5341)  0.46
H (1.9276, 5.2587, 2.6068)  0.46
O (0.2544, -3.5605, -0.4102)  -0.97
H (-0.6571, -3.8436, -0.2926)  0.47
H (0.3311, -3.3792, -1.3605)  0.50

As for the structure (SMILES): C.O.O.O.O.O.O. The largest force on an atom is 2.3 eV Å⁻¹. The calculation puts the lowest unoccupied orbital energy at 0.207 eV. For the gap between HOMO and LUMO, the calculation gives 11.1 eV.

=====

[3]
The following is a quantum chemistry calculation of a molecular structure, C25H51Br3NO21S4, from the OMol25 dataset.

Each line ends with the Löwdin charge.
Positions of all 105 atoms, in Å:
N (0.5122, -0.4741, 0.2148)  -0.46
O (1.1532, -0.0324, -0.7319)  -0.02
O (-0.2422, -1.4345, 0.0475)  -0.22
O (0.6514, 0.0785, 1.2498)  -0.18
O (3.4270, -0.4111, -0.6466)  0.09
C (3.7095, -0.4977, 0.5378)  -0.42
O (4.8783, -0.8340, 0.9662)  0.06
C (4.8768, -1.2071, 2.2885)  -0.17
C (3.4915, -0.8720, 2.8969)  -0.19
C (2.7736, -0.2941, 1.7397)  -0.09
H (5.6854, -0.7539, 2.8620)  0.13
H (5.0155, -2.2883, 2.2941)  0.08
H (3.6870, -0.2829, 3.7929)  0.12
H (2.9981, -1.7893, 3.2182)  -0.06
H (2.7225, 0.7777, 1.9313)  0.09
H (1.7800, -0.6868, 1.5240)  0.06
O (-3.7730, 0.6625, -0.4418)  -0.12
C (-3.7168, -0.5516, -0.0290)  -0.22
O (-4.6880, -1.0268, 0.9167)  0.03
C (-4.1603, -2.1354, 1.5889)  -0.28
C (-3.1561, -2.7170, 0.6548)  -0.22
C (-2.5913, -1.5101, -0.1036)  -0.13
H (-4.8995, -2.8924, 1.8507)  0.13
H (-3.7041, -1.8359, 2.5324)  0.01
H (-3.5569, -3.5106, 0.0243)  0.13
H (-2.3816, -3.1401, 1.2946)  -0.09
H (-2.3568, -1.8317, -1.1184)  0.14
H (-1.7316, -1.1252, 0.4449)  0.01
O (2.5898, 1.3404, -0.6347)  0.04
C (2.1624, 2.1811, 0.1610)  -0.38
O (2.4081, 3.5235, -0.0159)  -0.06
C (1.8750, 4.3481, 1.0551)  -0.10
C (1.1517, 3.3703, 2.0193)  -0.08
C (1.3709, 1.9869, 1.3894)  -0.11
H (1.2164, 5.1642, 0.7580)  0.12
H (2.6644, 4.7704, 1.6768)  0.11
H (0.1058, 3.6724, 2.0726)  0.06
H (1.5533, 3.4500, 3.0295)  0.11
H (0.4061, 1.5352, 1.1587)  0.04
H (1.9069, 1.2640, 2.0045)  0.08
O (1.7390, -5.0353, 1.7245)  -0.35
S (2.5304, -3.9085, 1.2392)  0.73
O (3.0399, -2.9433, 2.2186)  -0.70
O (3.7078, -4.5689, 0.2303)  -0.25
C (4.5557, -3.7095, -0.5914)  -0.19
C (5.8405, -3.3820, 0.2236)  -0.07
C (1.4566, -3.0713, -0.0251)  -0.10
H (4.1114, -2.7335, -0.7864)  0.09
H (4.6747, -4.1177, -1.5951)  0.12
H (6.5303, -2.7273, -0.3090)  0.09
H (6.4943, -4.2233, 0.4534)  0.07
H (5.7494, -2.9740, 1.2302)  0.03
H (1.2714, -3.7987, -0.8155)  0.07
H (1.9280, -2.1977, -0.4753)  0.08
H (0.5303, -2.7763, 0.4680)  0.00
O (-1.7328, 3.4747, 1.8531)  -0.29
S (-2.0644, 2.0972, 2.1377)  0.72
O (-1.8500, 1.5373, 3.4391)  -0.36
O (-3.6607, 1.8298, 1.7626)  -0.23
C (-4.2438, 2.5191, 0.7382)  -0.36
C (-5.7369, 2.3285, 0.7640)  -0.05
C (-1.3884, 0.9181, 0.8499)  -0.20
H (-3.9295, 2.1788, -0.2485)  0.07
H (-4.1020, 3.5635, 1.0160)  0.12
H (-5.9484, 1.2777, 0.5661)  0.07
H (-6.2701, 3.0519, 0.1473)  0.08
H (-6.2254, 2.4761, 1.7272)  0.08
H (-1.8141, 1.2392, -0.1008)  0.10
H (-1.7266, -0.0621, 1.1860)  -0.11
H (-0.2994, 0.8749, 0.8339)  -0.03
O (0.7211, -1.9750, -5.1141)  -0.30
S (0.4918, -1.4229, -3.8014)  0.71
O (1.3768, -0.3949, -3.2960)  -0.26
O (-1.0948, -0.9511, -3.7018)  -0.22
C (-1.4604, -0.0317, -2.6780)  -0.28
C (-2.9388, 0.3351, -2.6521)  -0.05
C (0.4521, -2.7677, -2.5026)  -0.10
H (-0.8266, 0.8531, -2.7371)  0.01
H (-1.2685, -0.4297, -1.6816)  0.09
H (-3.3261, 0.8120, -1.7518)  -0.01
H (-3.4560, -0.6170, -2.5342)  0.09
H (-3.1493, 0.8067, -3.6120)  0.09
H (0.3441, -2.3599, -1.4975)  0.01
H (1.4824, -3.1090, -2.6031)  0.07
H (-0.3226, -3.5132, -2.6823)  0.09
O (-0.2380, 2.1854, -0.2608)  -0.35
S (0.3225, 2.2001, -1.6126)  0.89
O (1.2305, 1.0966, -1.9852)  -0.33
O (-1.0053, 2.1990, -2.6451)  -0.31
C (-2.2166, 2.9091, -2.2636)  -0.24
C (-2.7269, 3.4671, -3.5563)  -0.05
C (1.0601, 3.8129, -1.9957)  -0.05
H (-1.9579, 3.7121, -1.5733)  0.13
H (-2.8848, 2.1777, -1.8091)  0.07
H (-1.9594, 4.1636, -3.8939)  0.08
H (-3.6199, 4.0568, -3.3494)  0.08
H (-3.0197, 2.7899, -4.3587)  0.08
H (1.3900, 3.6726, -3.0250)  0.08
H (1.8646, 3.8165, -1.2602)  -0.01
H (0.3277, 4.6167, -1.9216)  0.07
C (-0.5270, -2.6145, 2.2919)  -1.07
Br (1.3174, -2.6156, 3.1248)  1.08
Br (-1.7515, -1.0712, 2.7498)  1.07
Br (-1.3982, -4.4194, 2.6020)  0.66
H (-0.2148, -2.5178, 1.2521)  -0.08

The largest force on an atom is 14.1 eV Å⁻¹. The calculation puts the lowest unoccupied orbital energy at 2.288 eV. For the gap between HOMO and LUMO, the calculation gives 7.8 eV. As for the net charge: -1.

=====

[4]
The following is a quantum chemistry calculation of 2 unconnected molecules or ions with the total composition C4H13NO2, from the OMol25 dataset.

Each line ends with the natural charge from an NBO analysis.
Positions of all 20 atoms, in Å:
C (0.9703, 1.6807, 1.1493)  -0.62
C (0.8912, 0.3217, 0.4470)  -0.06
N (1.0430, 0.5876, -1.0052)  -0.84
C (-0.3654, -0.5006, 0.7091)  0.09
C (-0.5527, -0.9546, 2.1365)  -0.62
O (-1.5458, 0.2135, 0.3332)  -0.73
H (1.9632, 2.0727, 1.0409)  0.20
H (0.1857, 2.2850, 0.6975)  0.23
H (0.7388, 1.5908, 2.2150)  0.20
H (1.7123, -0.3367, 0.7905)  0.16
H (2.0471, 0.6908, -1.1477)  0.35
H (0.8409, -0.2691, -1.5050)  0.37
H (-0.1983, -1.3669, 0.0490)  0.16
H (0.3043, -1.5297, 2.4763)  0.21
H (-0.6921, -0.1341, 2.8316)  0.21
H (-1.4270, -1.6002, 2.1493)  0.22
H (-1.6498, 0.0791, -0.6119)  0.47
O (-0.3265, -1.0831, -3.1339)  -0.96
H (-0.1357, -1.7238, -3.8248)  0.48
H (-1.0477, -0.5040, -3.3918)  0.48

As for the structure (SMILES): C[C@H](N)[C@@H](C)O.O. The largest force on an atom is 1.6 eV Å⁻¹. The calculation puts the lowest unoccupied orbital energy at 0.515 eV. For the gap between HOMO and LUMO, the calculation gives 9.8 eV.

=====

[5]
The following is a quantum chemistry calculation of C6H7N3O4 in the gas phase, from the OMol25 dataset.

Each line ends with the natural charge from an NBO analysis.
Positions of all 20 atoms, in Å:
N (-0.5456, -2.1808, -0.3018)  -0.81
C (-1.5894, -1.3334, -0.1771)  0.66
O (-2.7453, -1.6685, 0.0113)  -0.59
C (-1.1735, 0.1593, -0.2668)  0.05
N (-2.4007, 0.9939, -0.6285)  0.54
O (-2.4084, 1.4161, -1.7509)  -0.35
O (-3.2592, 1.1872, 0.2043)  -0.38
N (-0.0711, 0.4337, -1.1244)  -0.60
C (1.0539, 1.1534, -0.7788)  0.03
C (1.2420, 1.4499, 0.5251)  -0.31
C (0.3469, 1.1135, 1.6056)  -0.33
C (-0.8117, 0.4667, 1.4343)  0.39
O (-1.8172, 0.0372, 2.2213)  -0.70
H (0.4236, -2.1077, -0.2056)  0.41
H (-0.7831, -3.1038, -0.1071)  0.39
H (-0.1593, 0.4605, -2.0983)  0.41
H (1.7454, 1.1962, -1.4905)  0.20
H (2.1632, 1.8275, 0.8686)  0.22
H (0.6987, 1.2592, 2.6411)  0.23
H (-2.7649, 0.2065, 1.7311)  0.54

As for the structure (SMILES): NC(=O)[C@]1([N+](=O)[O-])NC=CC=C1O. The largest force on an atom is 6.0 eV Å⁻¹. The calculation puts the lowest unoccupied orbital energy at 0.136 eV. For the gap between HOMO and LUMO, the calculation gives 8.2 eV.

=====

[6]
The following is a quantum chemistry calculation of 5 unconnected molecules or ions with the total composition H10O5, from the OMol25 dataset.

Each line ends with the natural charge from an NBO analysis.
Positions of all 15 atoms, in Å:
O (10.0530, 9.4140, -11.0710)  -0.96
H (9.6360, 10.2450, -10.8760)  0.49
H (10.3010, 9.4510, -11.9840)  0.46
O (8.5940, 11.5050, -10.1600)  -0.98
H (7.9740, 10.8340, -9.9170)  0.51
H (8.1620, 12.3150, -10.4000)  0.50
O (6.4010, 9.6460, -9.8430)  -0.95
H (6.1580, 8.7620, -9.5590)  0.49
H (5.7950, 9.8750, -10.5110)  0.47
O (7.5540, 13.6900, -8.7530)  -0.97
H (7.7870, 14.0170, -7.8670)  0.49
H (7.1510, 14.3180, -9.3150)  0.48
O (9.0460, 11.3320, -7.5590)  -0.95
H (9.1810, 11.3620, -8.4970)  0.48
H (8.7430, 12.2320, -7.4150)  0.44

As for the structure (SMILES): O.O.O.O.O. The largest force on an atom is 2.1 eV Å⁻¹. The calculation puts the lowest unoccupied orbital energy at 0.263 eV. For the gap between HOMO and LUMO, the calculation gives 10.7 eV.